Entry 1:
The following is a DFT calculation (ωB97M-V/def2-TZVPD) of a 7-piece molecular cluster, C39H97N7O overall in a non-equilibrium geometry.

Last column: Mulliken charge in e.
Atoms and positions in Å:
C -5.689 -1.212 -0.245  -1.286
C -6.576 -0.560 -1.340  -0.476
N -5.762 -0.117 -2.446  0.232
C -4.560 0.652 -2.195  0.445
C -4.787 1.960 -1.397  -0.990
C -6.512 0.311 -3.606  -0.530
C -7.503 1.475 -3.447  -1.125
H -5.101 -2.023 -0.665  0.314
H -6.431 -1.509 0.501  0.471
H -5.078 -0.505 0.316  0.179
H -7.323 -1.290 -1.645  0.445
H -7.052 0.330 -0.900  0.346
H -3.851 0.022 -1.657  -0.019
H -4.123 0.988 -3.133  -0.511
H -5.107 1.896 -0.356  0.306
H -3.854 2.536 -1.369  0.283
H -5.469 2.628 -1.923  0.206
H -7.204 -0.480 -3.931  0.370
H -5.898 0.395 -4.503  0.297
H -7.041 2.470 -3.368  0.246
H -8.170 1.480 -2.582  0.293
H -8.169 1.638 -4.300  0.428
C 3.756 -5.101 -0.111  -0.961
C 2.834 -6.298 -0.191  -0.525
N 2.014 -6.372 -1.386  0.203
C 1.341 -7.654 -1.552  -0.404
C 0.794 -7.829 -2.964  -1.329
C 1.290 -5.172 -1.729  -1.084
C 0.160 -4.741 -0.791  -0.856
H 4.240 -4.877 -1.061  0.337
H 4.469 -5.265 0.696  0.453
H 3.209 -4.190 0.157  -0.006
H 3.448 -7.203 -0.272  0.446
H 2.262 -6.430 0.745  0.291
H 1.962 -8.521 -1.338  0.482
H 0.475 -7.587 -0.875  0.272
H -0.094 -7.204 -3.067  0.281
H 1.503 -7.497 -3.725  0.326
H 0.552 -8.869 -3.178  0.390
H 0.915 -5.218 -2.755  0.455
H 1.995 -4.341 -1.792  0.292
H 0.580 -4.441 0.176  0.298
H -0.508 -5.538 -0.443  0.323
H -0.487 -3.992 -1.243  0.306
C -2.198 1.955 -7.131  -1.337
C -2.346 1.178 -5.799  -0.552
N -1.155 0.974 -4.992  0.587
C -0.337 -0.160 -5.348  -0.469
C 0.740 -0.481 -4.315  -1.045
C -0.500 2.148 -4.491  0.014
C 0.467 2.837 -5.516  -1.442
H -2.204 3.033 -6.977  0.296
H -2.985 1.778 -7.866  0.424
H -1.260 1.618 -7.576  0.281
H -3.095 1.752 -5.246  0.078
H -2.744 0.172 -5.939  0.561
H -0.990 -1.017 -5.535  0.476
H 0.165 -0.055 -6.326  0.304
H 1.271 -1.415 -4.436  0.543
H 1.415 0.377 -4.225  0.250
H 0.244 -0.363 -3.340  0.000
H 0.035 2.016 -3.550  -0.443
H -1.259 2.883 -4.202  0.505
H 0.074 3.400 -6.356  0.312
H 1.247 2.161 -5.866  0.256
H 0.954 3.601 -4.894  0.467
C 0.138 6.914 0.361  -1.303
C -0.244 5.557 -0.229  -0.526
N 0.317 4.420 0.509  0.404
C -0.446 3.209 0.420  -0.359
C -0.514 2.570 -0.986  -0.630
C 1.752 4.333 0.426  -0.318
C 2.332 3.331 1.409  -0.741
H 1.166 7.094 0.031  0.327
H 0.127 7.000 1.442  0.284
H -0.507 7.669 -0.087  0.438
H -1.341 5.533 -0.154  0.336
H -0.128 5.350 -1.302  0.342
H -1.467 3.420 0.743  0.350
H -0.070 2.419 1.069  -0.348
H -1.366 1.909 -1.170  0.031
H 0.399 2.166 -1.425  0.183
H -0.825 3.352 -1.695  0.492
H 1.983 4.143 -0.641  0.260
H 2.207 5.293 0.679  0.349
H 3.416 3.220 1.347  0.466
H 2.137 3.620 2.443  0.253
H 1.935 2.324 1.267  -0.239
C -0.034 3.317 5.183  -0.947
C -0.162 1.829 5.648  -0.550
N -0.028 1.614 7.071  0.295
C 0.112 0.217 7.409  -0.502
C -0.965 -0.756 6.858  -0.897
C -0.970 2.316 7.955  -0.407
C -0.357 2.633 9.307  -1.299
H -0.207 3.353 4.107  0.076
H 0.962 3.705 5.376  0.270
H -0.882 3.820 5.650  0.376
H -1.130 1.460 5.295  0.301
H 0.606 1.375 5.020  0.283
H 1.049 -0.178 7.004  0.390
H 0.129 0.033 8.483  0.228
H -0.703 -1.769 7.161  0.429
H -1.977 -0.517 7.199  0.282
H -1.026 -0.725 5.768  0.065
H -1.843 1.655 8.097  0.250
H -1.438 3.130 7.400  0.401
H 0.535 3.250 9.205  0.294
H -0.030 1.712 9.785  0.292
H -1.108 3.133 9.919  0.394
C 5.283 -1.543 2.895  -1.015
C 5.599 -0.407 1.907  -0.410
N 5.622 -0.782 0.506  0.060
C 4.300 -1.094 -0.031  -0.062
C 3.414 0.157 -0.139  -0.911
C 6.636 -1.785 0.132  -0.197
C 8.027 -1.306 0.478  -1.415
H 4.474 -2.178 2.530  0.211
H 5.182 -1.240 3.935  0.432
H 6.130 -2.242 2.915  0.282
H 4.900 0.412 2.073  0.044
H 6.571 0.013 2.172  0.418
H 4.469 -1.427 -1.065  0.519
H 3.766 -1.974 0.351  -0.179
H 3.754 1.077 -0.607  0.353
H 2.480 -0.184 -0.597  0.064
H 3.165 0.429 0.890  0.067
H 6.602 -1.916 -0.948  0.398
H 6.362 -2.730 0.613  0.192
H 8.291 -0.381 -0.051  0.346
H 8.800 -1.969 0.077  0.413
H 8.294 -1.071 1.508  0.331
C -2.087 -1.768 2.074  -0.751
C -1.046 -0.649 2.018  0.823
O -0.640 -0.138 3.053  -0.695
N -0.474 -0.344 0.833  0.486
C -0.766 -0.926 -0.468  0.076
H -1.634 -2.727 1.841  0.263
H -2.710 -1.537 1.196  -0.046
H -2.761 -1.603 2.904  0.322
H 0.032 0.526 0.864  -0.456
H -1.164 -1.933 -0.373  0.340
H 0.167 -0.958 -1.024  -0.111
H -1.556 -0.389 -1.000  -0.241

The LUMO energy comes out at 0.0205 Ha. As for the SMILES: CCN(CC)CC.CCN(CC)CC.CCN(CC)CC.CCN(CC)CC.CCN(CC)CC.CCN(CC)CC.CNC(C)=O. For the energy above the lowest of the compared OMol25 structures with the same formula, charge and spin, the calculation gives 14.83 kcal/mol. The maximum force is 2.82 eV Å⁻¹. Its HOMO-LUMO gap is 8.14 eV.


Entry 2:
The following is a DFT calculation (ωB97M-V/def2-TZVPD) of C3AgLiO6 as an isolated structure in a non-equilibrium geometry.

Last column: Löwdin spin population.
Atoms and positions in Å:
C -0.547 0.502 -0.170  0.055
O 0.095 1.567 -0.262  0.445
C -2.092 0.555 0.138  0.037
O -2.635 -0.585 0.168  0.051
O -2.618 1.657 0.273  0.026
Ag 1.988 2.163 0.128  1.170
Li -1.452 -1.981 -0.230  0.009
O -0.045 -0.664 -0.168  0.025
O 2.685 0.054 0.057  0.161
O 2.361 -2.214 0.055  0.003
C 2.259 -1.054 0.010  0.017

The LUMO energy (alpha / beta) comes out at -0.0272 / -0.1521 Ha. The spin multiplicity is 3. For the energy above the lowest of the compared OMol25 structures with the same formula, charge and spin, the calculation gives 0.00 kcal/mol. The maximum force is 3.07 eV Å⁻¹. Its HOMO-LUMO gap (alpha / beta) is 6.02 / 5.48 eV.


Entry 3:
The following is a DFT calculation (ωB97M-V/def2-TZVPD) of C3Br2ClFO as an isolated structure in a non-equilibrium geometry.

Last column: natural (NBO) charge in e.
Atoms and positions in Å:
C 0.579 0.387 -0.165  -0.060
C 0.045 -0.760 -2.124  -0.254
C -0.234 0.153 0.975  0.689
O -0.247 0.799 1.940  -0.481
F -1.195 -0.756 0.752  -0.327
Cl 2.185 0.770 -0.058  0.168
Br 0.507 0.213 -3.761  0.100
Br -1.758 -1.300 -2.101  0.165

The LUMO energy (alpha / beta) comes out at -0.0839 / -0.0771 Ha. For the energy above the lowest of the compared OMol25 structures with the same formula, charge and spin, the calculation gives 122.55 kcal/mol. The maximum force is 3.68 eV Å⁻¹. Its HOMO-LUMO gap (alpha / beta) is 7.14 / 7.02 eV.


Entry 4:
The following is a DFT calculation (ωB97M-V/def2-TZVPD) of C3Br3F as an isolated structure in a non-equilibrium geometry.

Last column: natural (NBO) charge in e.
Atoms and positions in Å:
C 0.843 -0.167 -0.182  -0.180
C -0.472 -0.787 0.135  -0.181
C -0.384 0.542 -0.015  0.427
F -0.987 1.686 0.059  -0.240
Br 2.206 -0.319 -1.370  0.298
Br -1.508 -2.256 0.392  0.221
Br 4.507 -0.383 0.733  -0.345

The LUMO energy (alpha / beta) comes out at -0.0265 / -0.1004 Ha. For the energy above the lowest of the compared OMol25 structures with the same formula, charge and spin, the calculation gives 50.04 kcal/mol. The maximum force is 1.81 eV Å⁻¹. Its HOMO-LUMO gap (alpha / beta) is 8.89 / 4.63 eV.


- Among the records above, which one has the lowest maximum force?
  C3Br3F


What did the third record say?
The following is a DFT calculation (ωB97M-V/def2-TZVPD) of C3Br2ClFO as an isolated structure in a non-equilibrium geometry.

Last column: natural (NBO) charge in e.
Atoms and positions in Å:
C 0.579 0.387 -0.165  -0.060
C 0.045 -0.760 -2.124  -0.254
C -0.234 0.153 0.975  0.689
O -0.247 0.799 1.940  -0.481
F -1.195 -0.756 0.752  -0.327
Cl 2.185 0.770 -0.058  0.168
Br 0.507 0.213 -3.761  0.100
Br -1.758 -1.300 -2.101  0.165

The LUMO energy (alpha / beta) comes out at -0.0839 / -0.0771 Ha. For the energy above the lowest of the compared OMol25 structures with the same formula, charge and spin, the calculation gives 122.55 kcal/mol. The maximum force is 3.68 eV Å⁻¹. Its HOMO-LUMO gap (alpha / beta) is 7.14 / 7.02 eV.


Copy entry 4 word for word.
The following is a DFT calculation (ωB97M-V/def2-TZVPD) of C3Br3F as an isolated structure in a non-equilibrium geometry.

Last column: natural (NBO) charge in e.
Atoms and positions in Å:
C 0.843 -0.167 -0.182  -0.180
C -0.472 -0.787 0.135  -0.181
C -0.384 0.542 -0.015  0.427
F -0.987 1.686 0.059  -0.240
Br 2.206 -0.319 -1.370  0.298
Br -1.508 -2.256 0.392  0.221
Br 4.507 -0.383 0.733  -0.345

The LUMO energy (alpha / beta) comes out at -0.0265 / -0.1004 Ha. For the energy above the lowest of the compared OMol25 structures with the same formula, charge and spin, the calculation gives 50.04 kcal/mol. The maximum force is 1.81 eV Å⁻¹. Its HOMO-LUMO gap (alpha / beta) is 8.89 / 4.63 eV.


- maximum force of number 1 (C39H97N7O)?
  2.82 eV Å⁻¹